{
  "formula": "C5H9NO",
  "method": "ωB97M-V with the def2-TZVPD basis set",
  "lumo_ev": 0.862,
  "orbital_gap_ev": 10.2,
  "smiles": "C[C@H]1CN(C)C1=O",
  "multiplicity": 1,
  "e_above_lowest_kj_mol": 241.2,
  "total_energy_ev": -8866.71305,
  "symbols": ["C", "C", "C", "N", "C", "C", "O", "H", "H", "H", "H", "H", "H", "H", "H", "H"],
  "xyz": [[-1.81790, -1.40696, -0.42928], [-0.79840, -0.14798, -0.88530], [-0.16984, 1.32567, -0.43932], [0.96512, 0.57865, 0.11113], [1.85999, 0.83053, 1.21301], [0.45059, -0.63643, -0.20307], [0.74636, -1.74761, 0.17143], [-2.30896, -1.32932, 0.54705], [-1.26832, -2.37954, -0.36629], [-2.54349, -1.56503, -1.22138], [-0.82321, -0.11417, -1.98016], [0.17292, 1.94903, -1.29310], [-0.63732, 1.99948, 0.28488], [2.18265, -0.15114, 1.57378], [2.74373, 1.40158, 0.91603], [1.35238, 1.35645, 2.03100]],
  "mulliken_charge": [-1.105, 0.034, -0.564, 0.084, -0.835, 0.431, -0.636, 0.292, 0.306, 0.352, 0.228, 0.273, 0.253, 0.325, 0.279, 0.285]
}

{
  "formula": "C29H34BaN7O4PSi2",
  "method": "ωB97M-V with the def2-TZVPD basis set",
  "charge": -2,
  "lumo_ev": 4.275,
  "orbital_gap_ev": 5.4,
  "multiplicity": 1,
  "e_above_lowest_kj_mol": 0.0,
  "total_energy_ev": -74988.75218,
  "symbols": ["Ba", "C", "N", "C", "C", "N", "C", "P", "C", "N", "C", "C", "N", "C", "C", "N", "C", "C", "N", "C", "H", "H", "H", "H", "H", "H", "H", "H", "H", "H", "H", "H", "H", "H", "H", "O", "C", "O", "C", "C", "C", "C", "C", "N", "C", "O", "O", "H", "H", "H", "C", "Si", "C", "C", "C", "C", "C", "C", "C", "Si", "C", "C", "H", "H", "H", "H", "H", "H", "H", "H", "H", "H", "H", "H", "H", "H", "H", "H"],
  "xyz": [[0.56143, -0.73130, -0.64150], [5.57540, -2.60478, 0.46886], [4.18404, -2.81678, 0.78382], [3.68641, -3.09710, 2.03234], [2.33414, -3.13287, 1.89440], [1.98732, -2.85883, 0.59633], [3.12979, -2.66224, -0.07069], [3.40569, -2.16886, -1.80904], [1.98403, -2.98304, -2.62162], [0.69293, -3.05538, -2.27480], [0.00378, -3.51674, -3.36421], [0.85257, -3.69780, -4.41041], [2.10582, -3.36886, -3.93405], [3.31631, -3.33682, -4.71514], [4.06490, 0.49639, 0.26111], [2.77887, 0.84088, 0.48668], [2.57394, 2.13152, 0.04526], [3.72918, 2.62801, -0.46743], [4.64474, 1.60556, -0.31652], [5.99780, 1.62481, -0.80363], [6.18887, -3.15658, 1.18386], [5.76501, -2.97015, -0.54182], [5.78458, -1.53263, 0.49233], [4.33113, -3.21812, 2.88604], [1.58860, -3.32052, 2.65124], [-1.05974, -3.69308, -3.32909], [0.69378, -4.02297, -5.42450], [3.17463, -3.94350, -5.60987], [3.57052, -2.31598, -5.00865], [4.14239, -3.73002, -4.12176], [1.60863, 2.61800, 0.09199], [3.96455, 3.56612, -0.94401], [6.22692, 2.60869, -1.21654], [6.70341, 1.41076, 0.00312], [6.13514, 0.87492, -1.58623], [0.02724, 2.63960, -4.07649], [-0.10128, 1.80737, -3.16660], [0.63814, 0.83307, -2.88130], [-1.34406, 1.99082, -2.26009], [-2.29545, 2.96341, -2.54778], [-3.41917, 3.05541, -1.74396], [-3.56322, 2.18182, -0.67562], [-2.55554, 1.25833, -0.43573], [-1.47123, 1.18249, -1.20906], [-2.64628, 0.28028, 0.75577], [-3.71640, 0.26310, 1.37797], [-1.60151, -0.39111, 0.98808], [-2.11837, 3.60661, -3.39804], [-4.18262, 3.79817, -1.95009], [-4.42290, 2.18752, -0.02017], [-0.60390, 3.80057, 1.51996], [-1.31194, 2.85728, 2.97936], [-3.18750, 2.86194, 2.88171], [-0.77960, 3.48469, 4.70016], [-0.87740, 4.67547, 5.42158], [-0.43761, 4.72993, 6.73576], [0.10140, 3.59645, 7.34287], [0.20801, 2.40749, 6.63640], [-0.22652, 2.33756, 5.31167], [-0.20937, 1.02165, 3.91876], [-1.17822, -0.53213, 4.30890], [1.57147, 0.65706, 3.47725], [-1.03935, 4.80151, 1.44891], [-0.82599, 3.27338, 0.58745], [0.48030, 3.89890, 1.59870], [-3.55262, 3.89457, 2.87723], [-3.61455, 2.35044, 3.74615], [-3.54978, 2.34829, 1.99157], [-1.29832, 5.56542, 4.96321], [-0.51173, 5.65516, 7.29708], [0.44283, 3.65082, 8.37102], [0.63956, 1.53688, 7.12072], [-0.64695, -1.16282, 5.02718], [-1.33280, -1.08570, 3.37954], [-2.16272, -0.28906, 4.71352], [2.01879, 0.06545, 4.28426], [2.13594, 1.58893, 3.39555], [1.74414, 0.13348, 2.53583]],
  "mulliken_charge": [1.205, -1.015, 0.554, -0.080, -1.113, -0.332, 0.055, -0.269, 0.087, -0.265, -0.883, -0.133, 0.275, -1.053, -1.282, 0.308, -0.342, -0.603, 0.405, -0.957, 0.349, 0.349, 0.267, 0.369, 0.454, 0.409, 0.364, 0.308, 0.297, 0.408, 0.297, 0.395, 0.329, 0.300, 0.275, -0.797, -0.102, -0.402, 0.158, -0.442, -0.608, -0.267, 0.217, 0.477, -0.091, -0.767, -0.480, 0.519, 0.396, 0.545, -0.765, 0.444, -0.931, 0.387, -0.766, -0.471, -0.444, -0.783, 0.010, 0.316, -1.116, -0.752, 0.412, -0.046, 0.371, 0.434, 0.283, 0.082, 0.382, 0.365, 0.364, 0.385, 0.419, 0.281, 0.322, 0.449, 0.251, 0.031]
}

{
  "formula": "C4H4N2O",
  "method": "ωB97M-V with the def2-TZVPD basis set",
  "lumo_ev": -0.283,
  "orbital_gap_ev": 8.8,
  "smiles": "O=Nc1cc[nH]c1",
  "multiplicity": 1,
  "e_above_lowest_kj_mol": 410.8,
  "total_energy_ev": -9236.23062,
  "symbols": ["C", "C", "C", "C", "H", "H", "H", "H", "N", "N", "O"],
  "xyz": [[-0.59883, 0.43994, 0.45193], [0.11076, -0.63356, 1.04203], [0.87919, -1.22853, 0.07075], [-0.34115, 0.54901, -0.84655], [0.16247, -0.85077, 2.10907], [1.61787, -2.18437, -0.09364], [1.10759, -0.63056, -1.94760], [-0.60653, 1.61057, -1.42036], [-1.31451, 1.29018, 1.25194], [0.65215, -0.50947, -1.10675], [-1.66903, 2.14756, 0.48917]],
  "mulliken_charge": [0.605, -0.504, -0.435, -0.200, 0.359, 0.267, 0.151, 0.270, -0.200, 0.013, -0.327]
}

{
  "formula": "C18H30Cl2N3O6",
  "method": "ωB97M-V with the def2-TZVPD basis set",
  "charge": 1,
  "lumo_ev": -4.702,
  "orbital_gap_ev": 7.3,
  "multiplicity": 1,
  "total_energy_ev": -60935.39841,
  "symbols": ["C", "C", "C", "C", "C", "N", "C", "C", "C", "C", "Cl", "C", "C", "Cl", "N", "C", "N", "H", "H", "H", "H", "H", "H", "H", "H", "H", "H", "H", "H", "H", "H", "H", "H", "H", "H", "C", "O", "C", "O", "O", "C", "H", "H", "H", "H", "H", "H", "C", "O", "C", "O", "O", "C", "H", "H", "H", "H", "H", "H"],
  "xyz": [[-1.69521, 0.49254, -4.82422], [-0.92567, 0.26351, -3.64428], [0.22904, 0.26071, -2.43384], [-0.45950, 0.75782, -1.01624], [-1.44245, -0.36894, -0.32912], [-0.81817, -1.14894, 0.80627], [-1.52921, -2.50961, 0.95894], [-0.48303, -3.69173, 1.48064], [0.75914, -3.95976, 0.40077], [2.04361, -4.61207, 1.18343], [1.87004, -5.32447, 2.92623], [3.43910, -4.72734, 0.60115], [4.64955, -5.39542, 1.52876], [3.83307, -4.14696, -1.11525], [1.02430, -2.63237, -0.27463], [0.64826, -1.44594, 0.58507], [1.69694, -0.72233, 1.16526], [-2.08834, 0.75553, -5.91401], [1.14406, 0.95337, -2.71782], [0.63356, -0.83753, -2.39127], [0.31758, 1.21955, -0.24985], [-1.17159, 1.66846, -1.31458], [-2.34907, 0.24304, 0.14927], [-1.85781, -1.03520, -1.20493], [-2.31891, -2.38349, 1.84522], [-2.08922, -2.84564, -0.01192], [-0.08457, -3.30199, 2.53444], [-1.10633, -4.69613, 1.59799], [0.38742, -4.71434, -0.44177], [4.35650, -6.42825, 1.99564], [5.61105, -5.50169, 0.87038], [4.90972, -4.61209, 2.38781], [0.38576, -2.62769, -1.12126], [2.67651, -0.96443, 0.83119], [1.56797, -0.01004, 1.91959], [3.92354, 1.37776, -0.96810], [4.28804, 2.56657, -1.66670], [4.10434, 3.70906, -0.95800], [3.66980, 3.78469, 0.18066], [4.48783, 4.75287, -1.73558], [4.34875, 6.02939, -1.11476], [4.11161, 0.52662, -1.62840], [4.53437, 1.25640, -0.06771], [2.85827, 1.38911, -0.71620], [4.97662, 6.09404, -0.22013], [3.30041, 6.22682, -0.86867], [4.68405, 6.78934, -1.82582], [-3.70552, 2.76896, 1.91601], [-4.61655, 2.24842, 0.94997], [-5.92389, 2.46458, 1.24226], [-6.35202, 3.04566, 2.22722], [-6.67244, 1.92225, 0.24889], [-8.07964, 2.07500, 0.42420], [-2.69017, 2.53923, 1.58120], [-3.80460, 3.85649, 1.99343], [-3.86243, 2.29428, 2.88989], [-8.35365, 3.13488, 0.44202], [-8.41155, 1.57255, 1.33851], [-8.57928, 1.60492, -0.42724]],
  "mulliken_charge": [-0.447, -0.341, 0.034, -0.646, -0.432, 0.195, -0.552, -0.711, 0.194, -0.118, -0.172, 0.128, -0.945, -0.160, -0.082, -0.299, -0.172, 0.361, 0.297, 0.089, 0.341, 0.366, 0.134, 0.360, 0.338, 0.280, 0.345, 0.344, 0.386, 0.316, 0.320, 0.273, 0.329, 0.296, 0.320, -0.468, -0.316, 0.739, -0.554, -0.319, -0.614, 0.349, 0.383, 0.014, 0.291, 0.291, 0.225, -0.648, -0.218, 0.707, -0.532, -0.297, -0.614, 0.125, 0.345, 0.340, 0.290, 0.289, 0.222]
}